No. 1
A molecular structure, C25H33EuO2S in a non-equilibrium geometry. Source: the OMol25 dataset; level of theory: ωB97M-V/def2-TZVPD.

```
! RIJCOSX wB97M-V def2-TZVPD def2/J DEFGRID3
* xyz -1 8
O -1.0942 2.6080 -0.3861
C -0.5556 3.3028 -1.6440
C -0.9368 4.6914 -1.1772
H -1.1386 2.9408 -2.4929
H 0.5128 3.0919 -1.7541
C -1.6605 3.9734 -0.0403
H -1.6081 5.2593 -1.8351
H -0.1049 5.2960 -0.8294
C -3.1616 3.9593 -0.2874
H -3.3379 3.6964 -1.3465
H -3.5738 4.9653 -0.1166
H -3.6727 3.2472 0.3801
C -1.2493 4.4301 1.3475
H -0.1591 4.3774 1.4605
H -1.7250 3.8169 2.1219
H -1.5716 5.4723 1.4971
Eu -1.1781 0.4490 0.2364
C -0.0153 -2.7748 2.4289
C 1.1581 -2.6767 1.6546
C 1.6683 -1.3671 1.7701
H 1.6104 -3.4788 1.0865
C 0.8311 -0.6445 2.6685
C -0.2246 -1.5247 3.0605
H -1.0230 -1.2879 3.7556
H -0.6266 -3.6599 2.5349
H 2.5683 -0.9894 1.2931
H 1.0100 0.3505 3.0624
C -2.8305 -2.3918 0.7307
C -3.1860 -1.4627 1.7253
C -3.6986 -0.2871 1.0926
H -3.1669 -1.6439 2.7954
C -3.6477 -0.5133 -0.3387
C -3.0879 -1.8077 -0.5387
H -2.9532 -2.2983 -1.4976
H -2.4772 -3.4066 0.8948
H -4.1358 0.5759 1.6019
H -4.0397 0.1350 -1.1170
O 2.9642 3.0762 -1.7814
C 2.6619 2.5766 -0.4595
C 3.9587 2.0378 0.1871
H 1.9847 1.7014 -0.5724
H 2.1537 3.3565 0.1446
C 5.0277 2.0819 -0.9386
H 3.7987 0.9995 0.4869
H 4.2665 2.6611 1.0465
C 4.1680 2.3551 -2.1907
H 5.6486 1.1789 -1.0188
H 5.7000 2.9216 -0.7161
H 3.8311 1.3728 -2.5751
H 4.6998 2.9151 -2.9710
S 0.1527 -2.2780 -1.4747
C 0.1533 -3.9520 -1.2989
C -1.0501 -4.7103 -1.4099
C -1.0759 -6.0528 -1.0684
C 0.1034 -6.7256 -0.7070
C 1.3265 -6.0246 -0.7090
C 1.3546 -4.6726 -1.0213
H -1.9540 -4.2020 -1.7513
H -2.0254 -6.5979 -1.0923
H 0.0814 -7.7796 -0.4362
H 2.2572 -6.5426 -0.4617
H 2.2943 -4.1202 -1.0082
*
```

Its HOMO-LUMO gap (alpha / beta) is 4.45 / 4.45 eV. The HOMO energy (alpha / beta) is -0.096 / -0.096 Eh. For the lowest unoccupied orbital energy (alpha / beta), the calculation gives 1.8408 / 1.8374 eV. The expectation value of S² is 15.76. As for the molar mass: 549.6 g mol⁻¹.



No. 2
C8H18N2O in the gas phase in a non-equilibrium geometry. Source: the OMol25 dataset; level of theory: ωB97M-V/def2-TZVPD.

```
! RIJCOSX wB97M-V def2-TZVPD def2/J DEFGRID3
* xyz 0 1
C -0.2763 -2.5792 2.4230
O 0.3438 -2.2683 1.2155
C 0.1477 -1.0531 0.5903
N -0.5087 -0.1538 1.2083
C -0.8451 1.1594 0.8097
C -1.0305 2.1653 1.9899
C -2.0632 1.1571 -0.0290
N 0.6906 -1.1784 -0.6224
C 0.9878 -0.1063 -1.5527
C 2.3735 0.5363 -1.4835
C 0.6402 -0.5859 -2.9394
H -0.0065 -1.9907 3.2537
H -1.3396 -2.4219 2.4328
H -0.1155 -3.6642 2.5766
H -0.0092 1.6172 0.3781
H -1.8932 1.9465 2.5876
H -0.0930 2.2919 2.6086
H -0.9832 3.1555 1.6221
H -2.8877 0.6935 0.5363
H -1.9728 0.6525 -0.9925
H -2.3773 2.1639 -0.2316
H 1.0792 -2.1472 -0.7952
H 0.2032 0.6767 -1.4500
H 2.5237 1.4023 -2.2104
H 3.1019 -0.2928 -1.7539
H 2.5151 0.9275 -0.4828
H 1.4643 -1.2231 -3.3238
H 0.5432 0.2984 -3.6004
H -0.2126 -1.1792 -2.7651
*
```

Its HOMO-LUMO gap is 9.49 eV. As for the SMILES: CO/C(=N/C(C)C)NC(C)C. The HOMO energy is -0.317 Eh. For the lowest unoccupied orbital energy, the calculation gives 0.8696 eV. As for the molar mass: 158.2 g mol⁻¹.



No. 3
C10H13NO3S in the gas phase in a non-equilibrium geometry. Source: the OMol25 dataset; level of theory: ωB97M-V/def2-TZVPD.

```
! RIJCOSX wB97M-V def2-TZVPD def2/J DEFGRID3
* xyz 0 1
C -1.8378 -0.2604 -1.4318
C -1.7816 -0.6022 -0.0639
C -2.5729 -1.8509 0.1750
C -0.2995 -0.6442 0.4758
O -0.3656 -1.0114 1.8341
N 0.6250 -1.7946 -0.2297
S 2.2066 -1.2156 -0.1882
O 2.7565 -1.5988 1.0370
O 2.8849 -1.6618 -1.3648
C 1.7717 0.4681 -0.2133
C 2.6356 1.5324 -0.3226
C 2.0653 2.8320 -0.0669
C 0.7852 2.9005 0.4189
C -0.0493 1.8119 0.6285
C 0.4760 0.5910 0.1983
H -1.6547 -1.0606 -2.1332
H -0.9895 0.4969 -1.7009
H -2.8023 0.1968 -1.6527
H -2.1835 0.1331 0.6863
H -3.3476 -1.7970 -0.5676
H -2.9146 -2.0953 1.1992
H -1.9685 -2.6902 -0.2083
H 0.4161 -0.7136 2.3606
H 0.4444 -2.6914 0.1715
H 3.7439 1.2944 -0.5799
H 2.5368 3.7451 -0.0431
H 0.3737 3.8375 0.5144
H -0.9542 1.8482 1.0671
*
```

Its HOMO-LUMO gap is 10.06 eV. As for the SMILES: CC(C)[C@@]1(O)NS(=O)(=O)c2ccccc21. The HOMO energy is -0.358 Eh. For the lowest unoccupied orbital energy, the calculation gives 0.3136 eV. As for the molar mass: 227.3 g mol⁻¹.



No. 4
C5H7PS in the gas phase in a non-equilibrium geometry. Source: the OMol25 dataset; level of theory: ωB97M-V/def2-TZVPD.

```
! RIJCOSX wB97M-V def2-TZVPD def2/J DEFGRID3
* xyz 0 1
C 0.3891 -1.7161 1.0980
C 0.1844 -0.4722 0.2978
C 0.8974 0.6375 0.4247
P 0.3375 1.9356 -0.7540
S 1.5167 2.6845 -2.0916
C -1.3173 0.5767 -1.3020
C -1.0789 -0.4255 -0.5456
H -0.2829 -1.8471 1.9310
H 1.2896 -1.6744 1.6806
H 0.5708 -2.3887 0.3605
H 1.7167 0.6814 1.1106
H -0.3584 2.8358 0.0277
H -2.3186 0.6063 -1.8565
H -1.5462 -1.4339 -0.3813
*
```

Its HOMO-LUMO gap is 9.22 eV. As for the SMILES: CC1=C[P@@H](=S)C=C1. The HOMO energy is -0.323 Eh. For the lowest unoccupied orbital energy, the calculation gives 0.4229 eV. As for the molar mass: 130.2 g mol⁻¹.



No. 5
C4H6O2 in the gas phase in a non-equilibrium geometry. Source: the OMol25 dataset; level of theory: ωB97M-V/def2-TZVPD.

```
! RIJCOSX wB97M-V def2-TZVPD def2/J DEFGRID3
* xyz 0 1
C -0.7820 0.4766 -0.2410
C 1.8059 0.1468 -0.0191
C -1.9217 -0.5288 -0.5756
C 0.5170 -0.3289 0.0442
O -2.7543 -0.4055 0.3981
O 0.2207 -1.6336 0.3303
H -0.5891 1.3353 -1.0387
H -1.1442 1.1490 0.5505
H 2.5572 -0.5175 0.2894
H 1.8443 1.2463 -0.1634
H -3.5179 -1.0820 0.3038
H 1.0275 -1.9447 0.8736
*
```

Its HOMO-LUMO gap is 9.05 eV. The HOMO energy is -0.306 Eh. For the lowest unoccupied orbital energy, the calculation gives 0.7224 eV. As for the molar mass: 86.1 g mol⁻¹.



No. 6
C9H18O5S in the gas phase. Source: the OMol25 dataset; level of theory: ωB97M-V/def2-TZVPD.

```
! RIJCOSX wB97M-V def2-TZVPD def2/J DEFGRID3
* xyz 0 1
C 1.3007 -3.2562 2.3730
O 0.9620 -2.1106 1.6142
C -0.4041 -2.0139 1.3411
C -0.6685 -0.6949 0.6306
C -0.0568 -0.7338 -0.7900
C 0.9953 0.3188 -1.1337
C 0.4410 1.6905 -1.5310
C -0.2831 1.6100 -2.8906
C 1.5879 2.6975 -1.5592
C -2.1917 -0.4018 0.6540
O -2.4211 0.6977 1.5317
S -1.0920 1.3975 2.0422
O -1.0359 1.3275 3.4564
O -0.9572 2.6558 1.3984
O -0.0778 0.3510 1.4326
H 0.6402 -4.0999 2.1469
H 2.3218 -3.5359 2.1217
H 1.2412 -3.0416 3.4443
H -0.7210 -2.8211 0.6607
H -1.0150 -2.0957 2.2514
H 0.4068 -1.7144 -0.9059
H -0.8624 -0.6869 -1.5279
H 1.5557 -0.0609 -1.9948
H 1.7169 0.4080 -0.3197
H -0.2809 1.9999 -0.7779
H 0.0013 0.7076 -3.4393
H -0.0538 2.4680 -3.5223
H -1.3674 1.5677 -2.7684
H 2.4395 2.2725 -2.0993
H 1.9318 2.9069 -0.5449
H 1.2985 3.6332 -2.0362
H -2.6055 -0.1999 -0.3321
H -2.7465 -1.2423 1.0742
*
```

Its HOMO-LUMO gap is 10.99 eV. As for the SMILES: COC[C@@]1(CCC(C)C)COS(=O)(=O)O1. The HOMO energy is -0.384 Eh. For the lowest unoccupied orbital energy, the calculation gives 0.5349 eV. As for the molar mass: 238.3 g mol⁻¹.



| no. | calculated total energy (eV) |
| --- | --- |
| 1 | -60716.9582 |
| 2 | -13614.4418 |
| 3 | -29046.7006 |
| 4 | -25419.9964 |
| 5 | -8336.0897 |
| 6 | -30696.4680 |